83
Properties=species:S:1:pos:R:3:forces:R:3 method="wB97M-V/def2-TZVPD" total_charge=+2
Ru 0.1029 1.0236 -0.6978 0.455 0.209 -0.128
S -1.8960 0.3907 -1.5896 -0.069 -0.063 -1.059
C -2.2862 -1.1135 -0.7675 -0.092 -0.037 -0.016
C -3.6117 -1.5534 -0.7292 0.054 0.064 -0.165
C -3.9006 -2.7506 -0.1130 0.008 -0.043 0.005
C -2.8585 -3.4839 0.4561 -0.008 -0.100 0.071
C -1.5562 -3.0229 0.4434 0.064 -0.003 -0.004
C -1.2357 -1.8034 -0.1648 -0.037 -0.073 0.103
S 0.4066 -1.1928 -0.1258 -0.023 -0.119 -0.047
H -4.3928 -0.9542 -1.1831 0.024 -0.014 0.002
H -4.9175 -3.1113 -0.0600 -0.015 0.002 -0.005
H -3.0787 -4.4252 0.9434 0.016 0.004 -0.002
H -0.7705 -3.5935 0.9210 0.002 -0.017 0.010
N 1.8893 1.4328 0.2651 -0.027 0.051 -0.048
C 2.9741 1.3217 0.6544 0.033 -0.047 -0.040
N 4.1891 1.2063 1.0857 0.013 0.047 0.068
C 4.5213 0.4170 2.2876 0.002 -0.022 -0.006
C 5.2775 1.3108 3.2558 0.000 -0.004 0.011
O 6.3953 1.8946 2.6176 0.010 -0.006 0.001
C 6.0081 2.7448 1.5601 0.005 0.012 -0.006
C 5.3047 1.9491 0.4730 0.010 -0.006 -0.007
H 5.1479 -0.4214 1.9780 0.000 -0.003 0.004
H 3.6017 0.0329 2.7253 0.001 0.005 0.005
H 5.6563 0.7240 4.0903 -0.005 0.000 0.000
H 4.6133 2.0929 3.6452 -0.001 -0.003 0.000
H 6.9147 3.2003 1.1661 -0.002 0.000 -0.002
H 5.3463 3.5375 1.9331 0.001 0.002 -0.003
H 5.9926 1.2239 0.0334 0.004 0.004 -0.011
H 4.9137 2.5955 -0.3122 0.001 0.006 0.005
C -0.1065 0.9471 -4.0107 0.147 -0.132 -0.208
P 1.1898 0.9391 -2.6799 -0.055 0.172 0.368
C 2.0522 2.4543 -3.1987 -0.054 0.046 0.024
C 2.4561 2.5835 -4.5311 -0.006 0.003 0.022
C 3.0775 3.7405 -4.9660 0.008 -0.010 -0.008
C 3.3079 4.7824 -4.0752 0.006 0.009 0.004
C 2.9210 4.6595 -2.7508 0.000 -0.004 0.002
C 2.2943 3.4990 -2.3120 0.053 -0.040 0.014
C 2.4140 -0.3693 -2.9624 -0.003 0.000 -0.007
C 2.0605 -1.7192 -2.9514 0.024 -0.039 0.064
C 3.0286 -2.7006 -3.0825 0.029 0.023 0.015
C 4.3667 -2.3501 -3.1939 -0.001 -0.014 -0.005
C 4.7340 -1.0135 -3.1697 -0.004 0.014 -0.002
C 3.7657 -0.0269 -3.0571 -0.001 0.007 -0.025
P -1.4722 -0.1712 -3.7336 -0.427 0.109 0.955
C -1.0128 -1.8494 -4.1237 0.007 0.117 -0.010
C -0.1672 -1.9974 -5.2284 -0.057 -0.056 -0.025
C 0.2223 -3.2633 -5.6244 0.005 -0.001 -0.030
C -0.2197 -4.3768 -4.9209 0.006 0.007 -0.010
C -1.0639 -4.2285 -3.8295 0.011 -0.003 -0.010
C -1.4730 -2.9664 -3.4280 0.036 0.008 -0.046
C -2.9035 0.3199 -4.6655 0.024 -0.037 -0.012
C -3.3438 1.6455 -4.6131 -0.036 0.014 0.020
C -4.4654 2.0186 -5.3273 -0.011 -0.007 -0.024
C -5.1508 1.0745 -6.0868 0.010 0.002 0.005
C -4.7177 -0.2417 -6.1336 -0.001 0.014 -0.020
C -3.5893 -0.6267 -5.4257 -0.020 -0.018 0.015
H 0.3010 0.8192 -5.0151 -0.031 -0.013 0.053
H -0.5287 1.9556 -3.9587 0.023 0.009 -0.024
H 2.3077 1.7688 -5.2309 0.022 0.019 -0.005
H 3.3878 3.8301 -5.9982 0.002 -0.001 -0.005
H 3.7941 5.6862 -4.4164 -0.002 0.007 -0.002
H 3.1043 5.4671 -2.0549 0.001 0.010 0.008
H 2.0149 3.4067 -1.2719 -0.017 -0.003 0.015
H 1.0358 -2.0178 -2.8022 0.023 0.000 0.013
H 2.7379 -3.7428 -3.0755 -0.005 0.000 -0.002
H 5.1226 -3.1181 -3.2895 0.004 -0.002 0.001
H 5.7762 -0.7346 -3.2471 0.005 0.007 -0.004
H 4.0715 1.0098 -3.0490 0.008 0.026 -0.011
H 0.1898 -1.1368 -5.7798 0.001 -0.060 -0.012
H 0.8749 -3.3804 -6.4783 0.005 -0.007 -0.011
H 0.0921 -5.3652 -5.2310 -0.001 -0.007 0.004
H -1.4125 -5.0977 -3.2894 -0.004 -0.009 0.011
H -2.1304 -2.8685 -2.5813 -0.125 0.048 0.118
H -2.8236 2.3849 -4.0152 0.008 -0.001 0.021
H -4.8092 3.0431 -5.2949 -0.005 0.006 -0.004
H -6.0278 1.3716 -6.6459 -0.006 0.000 0.005
H -5.2537 -0.9710 -6.7248 -0.005 0.000 -0.006
H -3.2481 -1.6530 -5.4687 0.001 0.011 0.003
Cl -1.1567 1.6696 1.5305 -0.019 -0.040 -0.024
C -1.7179 3.1411 0.7131 -0.027 0.044 -0.039
Cl -0.6286 3.4908 -0.6692 0.009 -0.073 0.077
H -1.6871 3.9773 1.4018 0.016 -0.009 -0.004
H -2.7107 2.9640 0.3159 0.005 0.008 0.021

=====

Below is a cluster of 5 separate species, C37H36F6N2O11S3 in total, with properties calculated with wB97M-V/def2-TZVPD.

Geometry as XYZ:
```
95
Properties=species:S:1:pos:R:3:forces:R:3
O -0.4032 -3.8150 1.6287 0.299 0.214 -0.023
S 0.1988 -2.7975 0.8308 -1.117 0.074 -0.356
O -0.4946 -2.2979 -0.3067 0.291 -0.104 0.320
F 1.5155 -3.4109 0.2609 0.231 -0.348 -0.061
N 0.8293 -1.5594 1.7342 0.553 -0.731 0.191
C 0.0971 -1.4644 3.0229 -0.002 0.367 0.352
C 0.0813 -0.0472 3.5644 0.492 -0.092 -0.169
C -0.3729 1.0501 2.6190 -0.142 0.299 0.300
S -2.0630 0.8296 2.0259 -0.106 -0.619 0.123
C -1.9318 0.3489 0.3252 0.190 -0.138 -0.804
S -0.8118 1.0226 -0.6530 -0.095 0.159 -0.108
N -2.8752 -0.5376 -0.1924 -0.218 1.110 1.492
C -3.4732 -1.4987 0.7378 -0.034 -0.251 -0.108
C -4.7626 -1.0286 1.3685 0.156 0.159 -0.037
O -5.6619 -0.6189 0.3598 -0.578 0.084 0.410
C -5.1460 0.5232 -0.2959 0.898 -0.731 -0.592
C -3.8811 0.0941 -1.0604 -0.462 -0.338 -0.297
C 2.3002 -1.7546 2.0200 -0.394 0.249 -0.331
C 3.2437 -1.3653 0.8859 0.008 0.089 0.107
C 2.8696 -0.1126 0.0958 0.244 -0.008 0.045
C 3.3389 1.1370 0.8052 0.234 -0.175 -0.545
F 2.8993 1.1921 2.0914 -0.036 0.087 -0.074
F 4.7104 1.1361 0.8472 -0.256 0.077 0.308
C 2.9508 2.4559 0.0944 -0.245 0.313 -0.107
F 3.7523 2.6410 -0.9797 -0.469 0.018 0.506
F 1.6736 2.4261 -0.3289 0.922 0.167 0.247
F 3.0909 3.4994 0.9308 0.059 -0.317 -0.467
H 0.6072 -2.0966 3.7488 -0.055 -0.215 0.125
H -0.9170 -1.8389 2.9623 -0.161 -0.036 -0.395
H 1.0916 0.2089 3.8872 0.103 0.146 0.052
H -0.5228 -0.0537 4.4662 -0.205 -0.010 0.138
H -0.4043 1.9716 3.1943 0.009 0.213 0.000
H 0.3162 1.2316 1.8027 -0.115 -0.179 -0.324
H -3.6943 -2.4028 0.1734 -0.002 -0.082 -0.220
H -2.7572 -1.7814 1.4989 0.169 0.034 0.118
H -4.6020 -0.1916 2.0499 0.149 0.082 0.179
H -5.1757 -1.8465 1.9496 -0.347 -0.112 -0.092
H -4.9184 1.3357 0.3985 -0.119 0.079 0.225
H -5.8717 0.8358 -1.0321 -0.240 0.204 -0.005
H -4.2096 -0.6425 -1.7897 0.046 -0.159 -0.163
H -3.4551 0.9214 -1.6009 0.310 0.119 -0.007
H 2.4379 -2.7912 2.3191 0.309 -0.087 0.120
H 2.5285 -1.1328 2.8738 -0.220 0.174 0.207
H 4.2135 -1.1878 1.3434 0.219 -0.105 0.058
H 3.3916 -2.1828 0.1926 -0.045 -0.080 -0.126
H 3.4091 -0.1461 -0.8471 0.074 0.065 -0.188
H 1.8129 -0.0607 -0.1505 -0.218 0.074 0.188
O 1.0499 -5.5301 -5.1299 -0.008 -0.019 -0.016
C 1.7552 -4.7151 -4.5776 0.002 -0.007 0.005
C 1.3070 -4.0064 -3.3526 -0.001 -0.003 0.026
C 2.0874 -3.1118 -2.7542 -0.003 -0.001 -0.130
C 3.4329 -2.7841 -3.2790 -0.001 -0.015 -0.012
O 4.1399 -1.9681 -2.7233 0.018 0.029 0.038
C 3.8841 -3.4906 -4.5032 0.014 -0.012 -0.028
C 3.1061 -4.3862 -5.1046 0.032 0.033 0.017
H 0.3209 -4.2565 -2.9816 -0.007 0.005 -0.023
H 1.7815 -2.5789 -1.8695 -0.072 0.101 0.033
H 4.8704 -3.2361 -4.8698 0.005 0.020 0.024
H 3.4124 -4.9152 -5.9981 -0.032 -0.018 -0.002
O 6.9302 6.3176 -3.6705 -0.007 0.034 -0.024
C 7.3935 5.3391 -3.1269 -0.014 -0.010 0.013
C 6.5848 4.5213 -2.1887 -0.003 -0.042 0.034
C 7.0958 3.4484 -1.5909 -0.051 0.014 0.016
C 8.4964 3.0223 -1.8372 -0.019 0.005 0.002
O 8.9623 2.0450 -1.2939 0.027 -0.027 0.015
C 9.3056 3.8403 -2.7761 0.001 0.040 -0.033
C 8.7945 4.9127 -3.3738 0.042 -0.033 0.008
H 5.5659 4.8473 -2.0222 0.000 0.020 -0.022
H 6.5225 2.8392 -0.9031 0.022 -0.026 -0.004
H 10.3240 3.5126 -2.9412 -0.002 -0.029 0.021
H 9.3658 5.5228 -4.0617 -0.027 0.024 -0.006
O -7.3059 -4.8102 7.5904 -0.030 -0.017 0.029
C -6.5039 -4.2793 6.8553 0.007 0.003 -0.006
C -6.9223 -3.2448 5.8753 0.014 0.029 -0.034
C -6.0404 -2.6633 5.0674 -0.040 -0.002 0.007
C -4.6014 -3.0228 5.1129 -0.008 -0.001 -0.010
O -3.7983 -2.4902 4.3765 0.076 0.042 -0.060
C -4.1819 -4.0565 6.0909 -0.005 -0.024 0.035
C -5.0632 -4.6385 6.8990 0.041 0.008 -0.017
H -7.9760 -2.9977 5.8599 -0.010 -0.024 0.024
H -6.3234 -1.9073 4.3455 0.029 0.005 -0.006
H -3.1282 -4.3043 6.1045 0.007 0.020 -0.030
H -4.7804 -5.3946 7.6201 -0.034 -0.006 0.010
O -2.6586 6.7584 -4.6784 0.011 0.036 -0.017
C -3.1500 5.7410 -4.2439 0.004 -0.008 0.001
C -2.8959 4.4259 -4.8851 -0.014 -0.044 0.006
C -3.4392 3.3096 -4.4082 0.026 0.010 -0.036
C -4.3199 3.3324 -3.2156 0.013 -0.013 0.001
O -4.8118 2.3122 -2.7788 -0.080 0.148 -0.110
C -4.5740 4.6443 -2.5723 0.004 0.039 0.007
C -4.0315 5.7611 -3.0485 -0.027 -0.024 0.031
H -2.2492 4.4330 -5.7529 0.009 0.035 0.003
H -3.2671 2.3401 -4.8582 -0.015 -0.017 0.031
H -5.2190 4.6356 -1.7028 -0.002 -0.035 -0.001
H -4.2021 6.7294 -2.5959 0.023 0.017 -0.023
```
Forces are in eV/Å.

Results of the Mulliken charge analysis, in e, for atoms 1 through 6: -0.6547, 1.0490, -0.5140, -0.2863, 0.7780, -1.0868

=====

Values of frontier orbital gap, in order: 6.577; 6.429, all in eV.
Values of max |F|, in order: 1.1; 1.9, all in eV/Å.